DFT (ωB97M-V/def2-TZVPD) results for 8 unconnected molecules or ions with the total composition C33H62FN7O5PS at a distorted geometry.

Structure (XYZ):
```
110
Properties=species:S:1:pos:R:3:forces:R:3:mulliken_charge:R:1
C -1.663884 -4.883063 -3.379796 1.039 -0.042 0.180 -1.3312
C -0.261666 -4.697766 -2.773296 -0.388 0.205 0.275 0.5445
O -0.405775 -5.049359 -1.401773 0.146 0.132 0.364 -0.6042
C 0.241405 -3.260564 -3.029875 0.840 0.120 -0.150 -0.7848
C -0.012583 -2.262220 -1.918043 0.219 -0.635 0.075 1.2245
C -1.480349 -1.961483 -1.770198 -0.567 1.295 0.094 -0.4854
O -1.610531 -0.729441 -1.061387 0.877 -0.626 0.244 -0.4212
P -0.213008 0.212190 -1.226280 -0.949 2.835 -1.225 -0.3380
S 0.574820 -0.661569 0.760919 0.135 -2.220 -0.417 0.9929
O 1.907898 -1.201967 0.655198 1.116 1.036 0.258 -0.6110
O -0.286045 -1.658717 1.346121 -0.907 0.588 1.058 -0.6630
F 0.672829 0.635600 1.779164 0.042 -0.212 0.204 -0.2146
O 0.595783 -0.999494 -2.120363 -0.298 -0.249 0.221 -0.4230
H -1.997883 -3.928192 -3.743237 -0.400 0.046 -0.296 0.2899
H -1.627820 -5.614121 -4.179894 -0.240 -0.075 -0.219 0.3265
H -2.332673 -5.211783 -2.598756 -0.249 -0.175 0.101 0.2758
H 0.463934 -5.382981 -3.214019 0.009 -0.112 -0.241 0.3914
H 0.391666 -4.842268 -0.891847 0.074 0.002 -0.179 0.2527
H 1.319579 -3.270287 -3.192423 0.224 -0.072 0.049 -0.3180
H -0.180503 -2.916519 -3.969940 -0.144 0.175 -0.172 0.4682
H 0.486382 -2.678356 -1.044289 -0.575 -0.184 0.464 -0.0854
H -2.089502 -2.719111 -1.296072 0.058 -0.317 0.118 0.1691
H -1.869159 -1.714078 -2.762088 -0.123 -0.569 -0.334 0.1072
H -0.693117 0.892631 -2.398376 0.204 -0.097 -0.040 -0.0007
H -0.829824 1.204145 -0.382196 -0.095 -0.361 0.128 0.0693
H 0.999762 0.972730 -1.133365 0.096 -0.358 -0.186 -0.0252
C 5.747555 -3.419232 -2.072298 -0.016 -0.017 -0.126 -1.3345
C 4.517227 -2.638291 -2.524268 0.216 -0.174 0.080 -0.1080
C 3.618201 -2.205944 -1.365050 0.152 -0.183 -0.323 0.5985
C 3.038089 -3.351551 -0.670892 0.078 0.266 0.036 0.3316
N 2.561606 -4.248834 -0.138141 -0.082 -0.421 -0.067 -0.7621
H 5.469269 -4.353904 -1.582990 -0.018 0.015 0.051 0.3491
H 6.379833 -3.667623 -2.926956 0.038 -0.022 0.015 0.3974
H 6.346392 -2.832867 -1.372051 -0.009 -0.004 0.029 0.3142
H 3.944044 -3.241571 -3.232331 -0.050 0.024 -0.007 0.2426
H 4.837848 -1.741955 -3.056334 -0.104 0.067 0.014 0.0474
H 2.809012 -1.582729 -1.735770 -0.143 -0.005 0.162 -0.4733
H 4.177341 -1.597145 -0.654241 -0.115 -0.031 0.089 0.5949
C -1.181897 0.938757 4.845389 0.056 0.109 -0.032 -0.9199
C -0.585574 -0.385291 5.296460 -0.079 0.149 -0.214 -0.1476
C -1.089491 -0.834076 6.672119 0.161 -0.176 -0.224 -0.5531
C -0.681292 0.077640 7.740658 -0.148 -0.082 0.010 0.2830
N -0.363239 0.794910 8.578449 0.062 0.085 0.042 -0.4715
H -0.897434 1.756055 5.513683 -0.038 -0.025 0.049 0.1721
H -0.825675 1.185446 3.845936 -0.028 -0.017 -0.024 0.2250
H -2.272234 0.885592 4.811581 -0.005 0.019 0.002 0.3409
H 0.502840 -0.309033 5.304112 0.016 -0.086 0.049 0.2150
H -0.844160 -1.151507 4.564584 0.060 -0.067 0.037 0.2150
H -0.700222 -1.828012 6.898663 0.013 0.020 0.105 0.3163
H -2.177807 -0.914927 6.665359 -0.020 0.090 0.067 0.3126
C 6.611163 1.352086 -4.506528 -0.030 -0.017 -0.056 -0.9004
C 5.374210 2.121987 -4.955300 0.227 -0.078 0.004 -0.4295
C 4.474450 2.538388 -3.788246 -0.027 0.116 -0.277 -0.4667
C 3.907286 1.385951 -3.092514 0.004 0.169 0.075 0.1526
N 3.462310 0.481197 -2.546170 0.150 0.109 -0.119 -0.2799
H 6.341825 0.413356 -4.020323 -0.024 0.022 0.038 0.1543
H 7.242116 1.112870 -5.362704 0.023 -0.014 0.004 0.3264
H 7.206456 1.940613 -3.805939 -0.002 -0.007 0.024 0.2936
H 4.804731 1.517289 -5.662911 -0.074 0.023 0.026 0.2962
H 5.686273 3.023121 -5.486742 -0.062 0.045 0.012 0.3072
H 3.655719 3.157926 -4.156874 -0.069 -0.033 0.067 0.2729
H 5.036104 3.146863 -3.077519 0.003 -0.059 0.074 0.2771
C 0.825218 5.202670 5.097218 -0.080 -0.001 0.056 -0.7988
C -0.133613 6.190656 5.750662 0.211 -0.151 -0.022 -0.5746
C -1.595811 5.978259 5.344803 0.117 0.118 0.243 -0.3886
C -1.823065 6.228459 3.922348 -0.073 -0.095 0.086 0.2459
N -2.005327 6.435512 2.809061 0.008 0.067 -0.099 -0.4281
H 0.836333 5.307982 4.012130 -0.010 -0.002 -0.009 0.3947
H 1.838829 5.368941 5.454417 0.025 0.023 -0.036 0.2733
H 0.548999 4.172843 5.337822 -0.036 0.000 -0.018 0.0823
H 0.171573 7.210301 5.508479 -0.065 0.026 -0.008 0.3265
H -0.062229 6.087513 6.835272 -0.103 0.032 0.016 0.3246
H -2.236313 6.652184 5.916436 -0.070 0.006 -0.072 0.2889
H -1.909013 4.961361 5.587494 -0.003 -0.038 -0.108 0.2222
C -5.609114 -3.268637 -0.001257 -0.009 0.024 -0.041 -1.0223
C -6.445456 -2.468757 -0.994151 0.109 -0.085 0.259 -0.3475
C -6.626192 -3.183923 -2.336917 -0.221 0.292 0.129 -0.4457
C -5.360270 -3.350335 -3.045065 -0.115 -0.131 -0.003 0.2617
N -4.367384 -3.474315 -3.606273 -0.141 0.122 -0.137 -0.4516
H -4.591964 -3.420732 -0.364450 0.001 -0.011 -0.016 0.1609
H -5.541613 -2.741544 0.949604 0.031 -0.002 0.012 0.3476
H -6.055662 -4.247882 0.187817 0.013 -0.007 -0.010 0.3305
H -5.984350 -1.493291 -1.154574 -0.027 0.011 -0.085 0.2734
H -7.434344 -2.287053 -0.569217 -0.042 0.022 -0.099 0.3330
H -7.300651 -2.603891 -2.970689 0.047 0.005 -0.059 0.2570
H -7.089847 -4.160826 -2.187241 0.105 -0.063 -0.020 0.3283
C -4.829532 -0.200880 -5.243361 -0.068 0.072 -0.049 -0.8005
C -5.794538 0.708752 -5.998328 0.244 -0.202 0.061 -0.5092
C -6.673126 1.552103 -5.067414 0.059 0.075 -0.344 -0.4589
C -7.566545 0.727713 -4.257155 0.155 0.126 0.135 0.3234
N -8.241743 0.074141 -3.599343 -0.120 -0.155 0.007 -0.4754
H -5.359243 -0.935206 -4.636376 0.009 0.011 0.009 -0.0035
H -4.197472 -0.748459 -5.941098 0.012 -0.038 0.029 0.3621
H -4.177622 0.375776 -4.585362 0.009 -0.014 0.026 0.3274
H -6.424848 0.108212 -6.657304 -0.069 0.055 0.002 0.3064
H -5.224310 1.387069 -6.635695 -0.068 0.073 0.008 0.3214
H -7.278027 2.245513 -5.654212 -0.080 -0.008 0.060 0.3018
H -6.047557 2.156090 -4.408364 -0.027 -0.064 0.108 0.2833
C 5.302782 2.626000 6.399349 -0.052 0.001 0.023 -1.2583
C 4.037765 2.241048 5.640699 0.175 0.021 0.182 -0.3022
C 4.046481 2.709493 4.182656 -0.208 -0.218 0.083 -0.1700
C 4.057658 4.167456 4.068837 0.023 -0.095 -0.117 0.2533
N 4.043061 5.312016 3.986857 0.106 0.083 0.043 -0.5303
H 5.415890 3.709467 6.463510 0.008 0.007 -0.042 0.3377
H 5.269609 2.235043 7.416375 0.017 0.005 0.008 0.3508
H 6.190784 2.218055 5.912504 0.009 0.013 -0.008 0.3243
H 3.165544 2.648862 6.154841 -0.049 -0.002 -0.063 0.2372
H 3.931138 1.155588 5.648704 -0.057 -0.004 -0.083 0.3201
H 3.160659 2.329626 3.669788 0.000 0.080 -0.082 0.1365
H 4.911848 2.301512 3.658371 0.041 0.073 -0.022 0.3332
```
Forces are in eV/Å.

net charge	-1
2S+1	1

***

DFT (ωB97M-V/def2-TZVPD) results for 3 unconnected molecules or ions with the total composition C33H62FNO9P at a distorted geometry.

Structure (XYZ):
```
107
Properties=species:S:1:pos:R:3:forces:R:3:mulliken_charge:R:1
C 2.445114 7.145134 -5.449793 -1.515 -2.512 -1.312 -0.7006
C 1.760131 6.225756 -5.901761 1.498 2.497 0.935 -0.2441
C 0.982583 5.138923 -6.444475 -0.166 0.198 0.140 -0.7657
P -0.230609 4.213111 -5.203479 0.451 -1.209 -0.430 1.8462
C -1.477404 5.615926 -5.016067 0.044 0.444 -0.078 -1.3169
C -1.565975 6.690075 -6.102080 -0.422 -0.298 -0.189 -1.1377
C -2.106120 6.254150 -7.468894 -0.157 1.675 -0.023 0.3491
C -2.097003 7.491153 -8.425336 0.684 -1.195 -0.416 -0.8209
N -1.353202 7.213794 -9.685685 -0.103 0.059 0.299 -0.8010
C -1.181105 3.254357 -6.599883 1.145 -0.292 1.137 -0.0618
F -2.568434 3.432713 -6.549552 -0.213 0.393 -0.493 -0.4599
C -0.963523 1.752519 -6.546070 -0.698 -0.224 -1.778 -0.2678
C -1.471332 1.156599 -7.892258 0.057 0.146 0.829 -1.4439
O -1.079135 3.155025 -4.050437 -0.446 0.201 -0.032 -0.6884
C -0.318612 2.966330 -2.917731 0.743 -0.113 1.152 -0.1143
C 0.739516 1.850233 -3.004392 0.371 0.601 -0.225 -0.7078
C 1.171221 1.266325 -1.678586 0.775 -0.556 -0.446 0.0557
O 2.351222 0.446507 -1.892778 -0.285 0.068 0.337 -0.6230
C 0.280635 4.375218 -2.653299 -1.326 -0.002 0.088 -0.5986
C 1.188548 4.625867 -1.457370 -0.166 0.575 -0.119 -0.9820
C 0.359334 4.644258 -0.150338 0.414 -0.437 0.286 -1.1046
C 0.938530 3.826313 1.027359 -0.903 -0.230 -0.018 -1.0370
C 0.082398 2.578334 1.315638 0.642 -0.400 -0.562 -0.3530
C 0.890234 1.420434 1.881535 -0.573 0.083 0.430 -0.8011
C 0.034635 0.208774 2.273299 1.329 -0.115 -0.169 -0.6637
C 0.934902 -1.030611 2.315260 -0.618 -0.469 0.492 -0.8130
C 0.356184 -2.180323 3.176280 0.692 -0.129 -0.754 -0.3108
C 0.353696 -3.500808 2.400807 -0.162 0.203 0.463 -0.9054
C -0.472468 -4.591748 3.074689 0.012 0.085 -0.509 -0.2076
C -1.942591 -4.177041 3.237691 0.266 -0.653 0.194 -1.1898
O 0.726420 4.847337 -3.875671 0.672 -0.274 0.201 -0.6639
H 3.250971 7.737175 -5.127092 0.163 0.518 0.266 0.4833
H 1.727861 4.400254 -6.726321 -0.066 -0.420 -0.057 0.5840
H 0.499745 5.448802 -7.371269 -0.121 0.140 -0.001 0.3247
H 0.717805 3.120683 -5.302780 0.092 0.191 -0.035 -0.2198
H -2.487052 5.254832 -4.838080 -0.055 -0.450 -0.128 0.6236
H -1.212100 6.135030 -4.097568 0.147 0.012 0.152 0.1873
H -2.283149 7.434025 -5.741845 -0.026 0.189 0.059 0.4765
H -0.645150 7.249259 -6.262592 0.304 -0.179 0.186 0.2780
H -3.134923 5.932248 -7.351651 -0.057 -0.545 -0.032 0.2986
H -1.501127 5.503383 -7.959009 -0.077 -0.418 0.167 -0.1824
H -1.536651 8.292988 -7.959446 -0.279 0.408 0.187 0.3652
H -3.104946 7.798852 -8.681748 -0.114 0.264 0.028 0.4172
H -0.399223 7.037998 -9.383226 0.151 0.105 -0.184 0.3290
H -1.649788 6.305971 -10.028766 -0.172 0.009 -0.144 0.2876
H -0.738650 3.576106 -7.550162 -0.617 0.295 -0.288 0.3856
H 0.088588 1.501425 -6.489610 0.174 0.074 0.534 0.3241
H -1.573227 1.296636 -5.777096 0.326 0.075 0.583 0.2899
H -2.549295 1.287481 -7.934768 -0.137 -0.047 -0.223 0.2765
H -1.236246 0.095940 -7.952555 -0.017 -0.137 -0.152 0.4433
H -1.017764 1.690956 -8.720873 0.082 -0.057 -0.286 0.3406
H -0.930064 2.694292 -2.044997 -0.522 0.115 -0.126 0.7009
H 0.451149 1.042296 -3.672088 -0.313 -0.026 -0.082 0.1780
H 1.632357 2.290515 -3.453509 0.145 -0.026 -0.109 0.2650
H 0.444344 0.590169 -1.235466 -0.245 0.069 0.066 0.3493
H 1.457228 2.026169 -0.959961 -0.347 0.196 0.190 -0.1578
H 3.057212 1.083335 -2.022730 0.226 -0.101 -0.177 0.3714
H -0.635031 4.947082 -2.402012 -0.030 0.101 0.106 0.1852
H 1.569165 5.636710 -1.590948 0.274 0.056 -0.204 0.4403
H 2.062585 3.978530 -1.412898 0.012 -0.218 0.028 0.4818
H -0.629188 4.248315 -0.365862 -0.203 -0.033 -0.034 0.5842
H 0.193729 5.668573 0.168241 0.055 0.241 -0.067 0.4614
H 1.959030 3.516181 0.813921 0.191 0.037 0.031 0.4303
H 0.931147 4.395801 1.954144 0.350 0.314 0.022 0.5367
H -0.742262 2.799000 1.991646 -0.112 0.178 0.064 0.5989
H -0.360018 2.247516 0.376115 -0.197 -0.057 -0.046 -0.0560
H 1.666687 1.064140 1.206167 0.037 0.271 -0.362 0.4268
H 1.406934 1.788554 2.771071 0.180 -0.129 0.146 0.3518
H -0.369580 0.359619 3.269484 -0.462 0.081 0.043 0.4648
H -0.744519 0.032572 1.534919 -0.357 0.139 0.110 0.2175
H 1.919281 -0.761992 2.691432 0.138 0.135 0.073 0.3845
H 1.088275 -1.422219 1.312275 0.080 0.198 -0.278 0.3728
H -0.649351 -1.953138 3.517416 -0.090 0.152 0.150 0.4028
H 1.019845 -2.317915 4.024519 -0.282 -0.005 0.481 0.0917
H 1.394121 -3.802378 2.283322 0.081 -0.213 -0.149 0.3451
H -0.051671 -3.335011 1.401443 -0.028 0.068 -0.150 0.4305
H -0.030702 -4.877514 4.024532 -0.056 0.018 -0.006 0.0547
H -0.448198 -5.464892 2.422808 0.100 -0.185 -0.003 0.3904
H -2.559594 -5.048710 3.028123 -0.291 0.067 -0.029 0.3616
H -2.168855 -3.876714 4.255639 -0.031 0.259 0.126 0.2171
H -2.212273 -3.378825 2.553330 -0.109 0.103 -0.100 0.3731
C -3.040077 -6.857453 7.542654 -0.061 0.013 -0.425 -1.5855
C -1.595033 -6.445128 7.673553 -0.503 -0.277 0.089 0.9631
C -1.342537 -5.387019 8.718547 0.165 0.000 0.192 -0.5109
O -0.184659 -4.719905 8.199337 -0.119 -0.015 -0.104 -0.3712
C -0.194346 -4.879206 6.850582 -0.040 -0.049 -0.022 0.6057
O 0.518060 -4.300001 6.098228 0.158 0.062 0.184 -0.5043
O -1.128900 -5.789615 6.480431 0.216 0.136 0.178 -0.2573
H -3.143601 -7.652472 6.804564 0.012 -0.052 0.068 0.3637
H -3.428517 -7.216957 8.495400 0.071 -0.014 0.026 0.3895
H -3.650678 -6.021662 7.197587 0.036 0.074 0.117 0.3753
H -0.965294 -7.322403 7.840494 0.062 0.063 0.066 -0.1406
H -1.135299 -5.804894 9.700943 0.176 0.059 -0.025 0.3366
H -2.157141 -4.662604 8.799478 -0.052 -0.051 -0.088 0.3107
C 3.470007 -8.175056 6.966164 -0.272 0.308 -0.034 -1.4422
C 2.883537 -8.910132 8.146441 0.346 0.198 -0.475 0.4621
C 2.857511 -10.412616 7.999457 0.091 -0.168 0.144 -0.4727
O 1.725137 -10.777209 8.801365 -0.018 0.128 -0.089 -0.3536
C 0.883990 -9.714500 8.820692 -0.005 0.027 -0.006 0.6086
O -0.228983 -9.739085 9.234735 -0.096 0.023 0.022 -0.5230
O 1.484016 -8.616265 8.299360 -0.029 -0.181 0.173 -0.2338
H 3.495346 -7.102682 7.158312 0.060 -0.014 0.019 0.3537
H 4.485833 -8.514436 6.763309 0.003 -0.034 0.054 0.3884
H 2.858529 -8.323747 6.075522 0.026 -0.134 0.006 0.3554
H 3.391450 -8.611477 9.067516 -0.058 -0.084 0.056 0.2254
H 3.760234 -10.890310 8.372649 -0.115 -0.086 0.130 0.3142
H 2.676164 -10.737908 6.972435 0.000 0.116 -0.034 0.3077
```
Forces are in eV/Å.

net charge	-1
2S+1	1

***

Kohn-Sham gap / eV: 7.89 5.82
Electronic energy / Eh: -2893.50810 -2467.68642